Entry from the Open Molecules 2025 dataset: C5H11N in the gas phase (ωB97M-V/def2-TZVPD).

Element x y z (Å)
C 0.29 -1.88 1.00
C 0.73 -1.32 -0.35
N -0.07 -0.16 -0.73
C 0.55 1.01 -1.31
C -0.04 1.05 0.05
C -1.41 1.63 0.32
H 0.66 -2.89 1.14
H 0.66 -1.26 1.82
H -0.80 -1.90 1.06
H 1.81 -1.12 -0.34
H 0.56 -2.08 -1.13
H 1.64 1.05 -1.38
H 0.03 1.45 -2.16
H 0.68 1.13 0.87
H -1.38 2.70 0.56
H -1.89 1.10 1.15
H -2.02 1.48 -0.57

Properties
HOMO energy   -0.32786 Ha
Gap between HOMO and LUMO   10.19 eV
SMILES   CCN1C[C@H]1C
F_max   0.2 eV/Å


Entry from the Open Molecules 2025 dataset: C5H11N in the gas phase (ωB97M-V/def2-TZVPD).

Element x y z (Å)
C 1.11 -1.56 -0.35
C -0.05 -0.88 -0.20
C -1.13 -0.93 -1.26
C -0.54 0.03 0.90
C -0.11 1.39 0.79
N 1.32 1.52 0.50
H 1.17 -1.93 -1.39
H 1.82 -1.68 0.40
H -1.65 -0.05 -1.18
H -1.92 -1.63 -1.06
H -0.66 -0.92 -2.22
H -0.12 -0.45 1.87
H -1.61 -0.26 1.07
H -0.88 2.01 0.17
H -0.18 1.97 1.80
H 1.82 0.87 0.01
H 1.60 2.50 0.16

Properties
HOMO energy   -0.31854 Ha
Gap between HOMO and LUMO   9.72 eV
SMILES   C=C(C)CCN
F_max   6.4 eV/Å


Entry from the Open Molecules 2025 dataset: C5H11N in the gas phase (ωB97M-V/def2-TZVPD).

Element x y z (Å)
C -1.89 1.08 -0.22
C -1.36 -0.35 -0.33
N -0.38 -0.54 0.71
C 0.70 -1.47 0.82
C 0.96 0.00 0.75
C 1.85 0.35 -0.49
H -2.68 1.28 -0.95
H -2.30 1.26 0.78
H -1.08 1.81 -0.39
H -2.17 -1.06 -0.13
H -0.97 -0.55 -1.34
H 0.69 -2.12 1.70
H 1.21 -1.78 -0.09
H 1.09 0.67 1.60
H 2.75 0.82 -0.10
H 1.34 1.04 -1.17
H 2.23 -0.46 -1.15

Properties
HOMO energy   -0.32602 Ha
Gap between HOMO and LUMO   10.06 eV
SMILES   CCN1C[C@H]1C
F_max   1.4 eV/Å


Entry from the Open Molecules 2025 dataset: C5H11N in the gas phase (ωB97M-V/def2-TZVPD).

Element x y z (Å)
C 1.96 -1.19 -1.13
C 0.85 -1.07 -0.14
C -0.17 -0.20 -0.05
C -0.18 1.06 -0.86
N -1.19 -0.35 0.89
C -1.70 0.85 1.58
H 2.88 -1.55 -0.69
H 1.69 -1.88 -1.94
H 2.18 -0.26 -1.63
H 0.80 -1.88 0.58
H 0.38 0.92 -1.79
H 0.28 1.90 -0.33
H -1.17 1.38 -1.21
H -1.01 -1.13 1.51
H -0.93 1.60 1.66
H -2.55 1.23 1.01
H -2.12 0.58 2.54

Properties
HOMO energy   -0.27744 Ha
Gap between HOMO and LUMO   8.64 eV
SMILES   C/C=C(\C)NC
F_max   1.4 eV/Å


Entry from the Open Molecules 2025 dataset: a molecular structure, C5H11N (ωB97M-V/def2-TZVPD).

Element x y z (Å)
C -1.91 1.09 -0.17
C -1.45 -0.36 -0.28
N -0.44 -0.67 0.71
C 0.70 -1.61 0.86
C 0.64 -0.09 1.08
C 2.05 0.13 -0.70
H -2.67 1.30 -0.92
H -2.32 1.29 0.82
H -1.07 1.77 -0.34
H -2.29 -1.05 -0.15
H -1.01 -0.56 -1.27
H 0.53 -2.24 1.74
H 1.57 -1.03 -0.13
H 0.93 0.86 1.50
H 2.79 0.69 -0.12
H 1.39 0.84 -1.23
H 2.60 -0.42 -1.48

Properties
HOMO energy   -0.27508 Ha
Gap between HOMO and LUMO   8.44 eV
F_max   0.4 eV/Å


Entry from the Open Molecules 2025 dataset: a gas-phase ion, C5H11N (charge +1) (ωB97M-V/def2-TZVPD).

Element x y z (Å)
C 1.78 0.27 2.13
C 0.57 0.96 1.56
C -0.57 0.01 1.02
C -0.29 -0.32 -0.47
C -1.08 -0.15 -1.60
N -0.68 -0.81 -2.86
H 1.22 -0.34 2.99
H 2.42 0.83 2.68
H 2.17 -0.53 1.46
H 0.01 1.80 2.16
H 0.78 1.61 0.70
H -0.73 -1.03 1.55
H -1.54 0.45 1.18
H 0.69 -0.81 -0.53
H -1.97 0.53 -1.59
H 0.47 -0.86 -2.84
H -1.26 -0.66 -3.64

Properties
HOMO energy (alpha / beta)   -0.53869 / -0.54240 Ha
Gap between HOMO and LUMO (alpha / beta)   10.62 / 7.23 eV
Net charge   +1
2S+1   2
F_max   7.4 eV/Å


The ΔE to the lowest compared entry with this formula, charge and spin results, record by record, are as follows: 114.5; 214.8; 184.5; 80.5; 635.7; 261.0 kJ/mol.